13
Properties=species:S:1:pos:R:3:forces:R:3:nbo_charge:R:1 method="wB97M-V/def2-TZVPD" relative_energy_kj_mol=202.5 total_energy_ha=-812.211194 homo_lumo_gap_ev=7.677 lumo_ev=-0.34
C -1.064692 -1.351050 -0.766827 -0.7 0.0 -0.3 -0.69
H 1.308147 2.892662 -0.505311 -0.3 0.2 -0.1 0.39
H -0.322668 -1.800340 -0.095802 -0.6 -0.2 -0.1 0.23
H 1.677761 -0.918802 1.468957 -1.7 1.5 -0.1 0.26
H -2.106784 -1.430267 -0.460790 -0.1 -1.0 0.5 0.23
H -0.096409 -0.364285 1.717127 -1.0 -1.1 1.0 0.23
P 0.559165 0.831626 -0.062763 -1.5 -1.3 0.8 1.56
H -1.043718 -1.787658 -1.776428 0.4 0.0 0.4 0.22
C -0.952146 0.129046 -0.781371 3.7 2.2 -0.2 -0.64
H 1.212973 0.700144 2.245127 -0.2 -0.5 -0.7 0.27
N 1.209952 2.202283 0.226019 0.2 0.4 -0.9 -1.18
C 0.888589 -0.063434 1.504952 2.0 -0.3 -0.4 -0.99
I -1.270171 0.960076 -2.712890 -0.4 0.2 0.1 0.12

***

13
Properties=species:S:1:pos:R:3:forces:R:3:nbo_charge:R:1 method="wB97M-V/def2-TZVPD" multiplicity=3 s2=2.006 relative_energy_kj_mol=19.6 total_energy_ha=-566.498228 homo_lumo_gap_ev="5.682 / 5.973" lumo_ev="0.51 / -3.33"
H 0.204554 -0.043734 -2.888969 -0.1 0.1 0.0 0.47
H -1.328038 0.929285 0.925621 -0.2 0.1 0.1 0.20
H -1.652675 -0.667408 0.134672 -0.2 0.0 0.0 0.20
I -2.217428 1.705329 -2.039373 -2.8 1.6 -1.5 0.22
H 0.164208 -0.931919 1.970579 0.0 -0.1 0.1 0.20
H 0.928723 2.072272 -1.822655 -0.1 0.0 0.0 0.47
C -0.325321 0.747705 -1.201354 -1.0 -2.6 4.8 0.33
O 0.005582 -0.302073 -1.978163 0.7 -1.2 -0.6 -0.75
C -0.919689 0.084883 0.389822 2.7 1.4 -3.5 -0.41
C 0.350403 -0.471117 1.002484 -0.2 -0.1 0.2 -0.63
H 1.082103 0.325717 1.134913 0.0 0.0 0.0 0.21
O 0.594521 1.704136 -0.991321 1.3 0.9 0.3 -0.74
H 0.781327 -1.220556 0.341182 0.0 -0.1 0.0 0.21

***

14
Properties=species:S:1:pos:R:3:forces:R:3:nbo_charge:R:1 method="wB97M-V/def2-TZVPD" relative_energy_kj_mol=284.6 total_energy_ha=-964.735834 homo_lumo_gap_ev=8.825 lumo_ev=-0.67
I -3.421105 0.277232 -0.146351 -0.3 0.2 0.1 0.26
H 1.197432 -2.542155 -0.508543 -0.1 -0.2 0.1 0.26
O -1.613372 -2.277689 -0.746864 0.0 -0.1 -0.5 -0.94
C 0.900252 -1.501060 -0.506330 -0.9 0.3 0.2 -0.86
S -0.813420 -1.448311 0.097542 0.7 -0.1 0.0 2.13
H -0.825455 0.487176 -1.835939 -1.0 -0.3 3.8 0.16
O -0.811601 -1.718246 1.509149 0.2 0.1 0.3 -0.95
C -1.339692 0.275679 -0.074305 0.9 -0.4 -4.2 -0.54
H 1.524633 -0.932131 0.168082 0.1 0.1 0.1 0.24
H -1.144046 2.228910 0.790705 0.0 -0.1 -0.1 0.24
H -0.827602 0.850934 1.858185 0.0 0.1 0.1 0.26
H 0.373315 1.319194 0.646991 0.0 0.0 0.0 0.23
H 0.919400 -1.102388 -1.511525 0.0 0.0 -0.1 0.24
C -0.694558 1.237773 0.845374 0.2 0.3 0.3 -0.73